Record 1
C25H62B3Cl2O11PS6 | wB97M-V/def2-TZVPD

Calculated values
* E: -5542.95753 hartree
* max |F|: 0.0210 Eh/bohr

Structure (ORCA input):
```
! wB97M-V def2-TZVPD RIJCOSX def2/J DEFGRID3
* xyz 0 1
C 4.30023 -3.06580 1.10007
C 5.60522 -3.27979 0.31062
C 6.42178 -2.01119 -0.00886
C 6.29031 -0.88123 1.00421
C 7.38296 0.16686 0.86865
C 7.19579 1.35217 1.81440
C 5.97316 2.21612 1.45956
C 4.92573 2.37498 2.56935
C 3.51944 2.58229 2.00371
C 2.78832 1.25863 1.76623
C 1.79882 1.33088 0.58104
B 0.32807 1.61893 0.96185
O -0.29800 1.00509 2.04980
B -1.65137 0.77824 1.96999
C -2.28390 -0.41797 2.78856
C -2.78728 -1.49066 1.88618
O -2.28594 -2.54178 1.70594
Cl -4.29382 -1.07006 1.04072
O -2.42626 1.58348 1.15510
B -1.72315 1.97674 0.03205
P -2.47860 1.65983 -1.73665
O -1.34692 2.52862 -2.54400
Cl -1.71521 -0.26000 -1.88579
O -0.46654 2.49229 0.19237
H 3.95433 -2.03844 1.07077
H 3.50734 -3.67215 0.66422
H 4.40560 -3.40582 2.12687
H 6.23568 -3.99535 0.83506
H 5.34209 -3.74385 -0.63876
H 6.14229 -1.63952 -0.99135
H 7.47578 -2.29721 -0.03737
H 5.32707 -0.39648 0.84924
H 6.28365 -1.26452 2.02737
H 8.33314 -0.31793 1.11082
H 7.45203 0.51651 -0.16317
H 7.09638 0.98030 2.83384
H 8.09507 1.96514 1.80934
H 5.47504 1.76923 0.59352
H 6.30332 3.20687 1.14856
H 5.20234 3.24546 3.16274
H 4.95087 1.52137 3.24723
H 3.58997 3.16457 1.08714
H 2.94084 3.16828 2.71842
H 3.49264 0.45036 1.58798
H 2.23534 1.00723 2.67092
H 2.11591 2.10111 -0.11960
H 1.80328 0.36955 0.05834
H -3.10699 -0.05569 3.40326
H -1.53550 -0.87443 3.42929
H -1.71522 2.74204 -3.40891
C -8.75475 -4.15198 0.05168
S -7.42323 -5.20189 0.64239
O -8.04998 -6.39144 1.27669
C -6.90405 -4.11099 1.97004
H -9.24990 -4.66441 -0.76845
H -9.45949 -3.97572 0.86482
H -8.34085 -3.21393 -0.31646
H -7.74130 -3.93983 2.64691
H -6.55174 -3.16930 1.55004
H -6.09120 -4.59733 2.50489
C -7.30000 -5.28187 -4.90336
S -8.97008 -4.94927 -4.32948
O -8.89236 -3.73310 -3.46857
C -9.05704 -6.34611 -3.20910
H -7.02475 -4.48623 -5.59188
H -6.61599 -5.29143 -4.05430
H -7.28402 -6.23947 -5.42319
H -8.24432 -6.27537 -2.48479
H -8.99287 -7.27847 -3.76876
H -10.01583 -6.29869 -2.69698
C 0.77781 6.55343 2.59162
S 2.33319 7.03653 1.83297
O 2.99704 5.78411 1.39721
C 3.13599 7.54122 3.35976
H 0.13974 6.15529 1.80552
H 0.96512 5.78464 3.34134
H 0.30614 7.42664 3.04240
H 3.15389 6.70061 4.05350
H 2.59964 8.38699 3.79002
H 4.15259 7.83886 3.11266
C 8.73158 5.80800 3.36815
S 8.81857 4.33198 4.38933
O 7.62058 3.52063 4.06457
C 8.47992 5.16253 5.94690
H 8.87173 5.50011 2.33433
H 7.75213 6.27165 3.48610
H 9.52439 6.49794 3.65737
H 7.51969 5.67422 5.88232
H 9.28086 5.86936 6.16372
H 8.44206 4.40179 6.72322
C 4.41234 2.54909 -2.21196
S 3.65346 0.96623 -2.59170
O 4.34512 -0.05113 -1.75677
C 4.33228 0.82493 -4.24942
H 4.15491 2.80323 -1.18537
H 5.49477 2.46416 -2.31046
H 4.01962 3.30947 -2.88710
H 5.42051 0.86161 -4.20003
H 3.94593 1.63515 -4.86764
H 4.01222 -0.13183 -4.65592
C -14.00465 -6.14045 -6.81594
S -12.49548 -5.27794 -7.27136
O -11.39424 -5.89517 -6.49123
C -12.90319 -3.73602 -6.44524
H -13.93178 -7.15595 -7.19848
H -14.09710 -6.15887 -5.73018
H -14.86001 -5.63822 -7.26767
H -13.07094 -3.92646 -5.38544
H -13.79040 -3.30149 -6.90589
H -12.05750 -3.06325 -6.56819
*
```



Record 2
C25H63N13O23P | wB97M-V/def2-TZVPD

Calculated values
* E: -3772.93084 hartree
* max |F|: 0.0345 Eh/bohr

Structure (ORCA input):
```
! wB97M-V def2-TZVPD RIJCOSX def2/J DEFGRID3
* xyz 0 2
C 2.01383 1.13015 2.71373
C 0.55480 1.47274 2.37278
P -0.16664 0.75598 0.83305
C 0.95057 -0.53532 0.15007
C 2.37251 -0.14853 -0.30871
C -0.49146 2.06695 -0.45229
C 0.75431 2.54104 -1.22788
N 1.83791 3.04358 -0.36076
C -1.43304 1.50381 -1.53032
C -2.93478 1.45281 -1.22476
C -3.34360 0.22494 -0.39483
C -3.66286 1.29718 -2.57364
N -3.40318 2.72925 -0.60715
O -3.80202 3.61211 -1.44729
C -2.60512 3.27896 0.52280
C -3.04876 4.72599 0.77075
C -2.85500 2.53068 1.84827
C -1.11488 3.33478 0.15082
H 2.13542 1.25514 3.78765
H 2.26169 0.11381 2.41987
H 2.66964 1.83725 2.20614
H -0.06832 1.07825 3.17782
H 0.41120 2.55129 2.40213
H 1.01087 -1.29858 0.92774
H 0.39568 -0.98085 -0.67609
H 2.77578 0.69915 0.22943
H 3.04231 -1.00811 -0.26121
H 2.32223 0.11804 -1.36636
H 0.38472 3.35453 -1.85388
H 1.10377 1.76223 -1.90605
H 1.93662 4.04051 -0.51137
H 2.71944 2.65810 -0.67523
H -1.10364 0.49952 -1.81099
H -1.30912 2.12199 -2.42588
H -3.17906 -0.65605 -1.01408
H -2.73915 0.09619 0.49656
H -4.40628 0.26944 -0.15396
H -4.73651 1.41649 -2.45453
H -3.47737 0.28221 -2.92637
H -3.27525 1.97680 -3.32767
H -4.13332 4.78838 0.82373
H -2.64856 5.04201 1.73486
H -2.67619 5.40225 0.00575
H -3.72074 2.97143 2.34701
H -3.05381 1.47264 1.73712
H -2.00466 2.69085 2.50613
H -0.54058 3.69683 1.00230
H -1.02120 4.10923 -0.61799
C 2.79394 4.98296 4.74193
N 2.31485 3.65056 5.19155
O 1.12193 3.43659 5.17674
O 3.16081 2.85219 5.54576
H 1.93418 5.57974 4.46374
H 3.32985 5.43446 5.57426
H 3.45233 4.81683 3.89391
C 3.08038 -0.74177 5.71008
N 3.06067 -2.14410 5.21087
O 2.09819 -2.50365 4.56614
O 4.01748 -2.83696 5.48404
H 2.16992 -0.25151 5.39129
H 3.14756 -0.78365 6.79268
H 3.95544 -0.25790 5.28815
C 5.27475 7.61540 8.22851
N 4.38757 7.34671 7.06519
O 4.72799 7.75431 5.97728
O 3.36666 6.72284 7.28354
H 6.13476 8.17222 7.87765
H 4.69645 8.18467 8.94947
H 5.56231 6.65426 8.64319
C 2.09653 -3.42430 -1.80291
N 1.87051 -2.82267 -3.14340
O 1.02551 -1.95415 -3.24842
O 2.54711 -3.23363 -4.06228
H 1.41914 -2.95343 -1.10210
H 1.90436 -4.48579 -1.88156
H 3.13176 -3.24244 -1.53392
C -3.61312 -2.80766 3.62215
N -2.71722 -1.84504 2.92712
O -2.16407 -2.20565 1.91402
O -2.60804 -0.74686 3.43736
H -3.62621 -3.73738 3.06689
H -3.22102 -2.95247 4.62357
H -4.60113 -2.35813 3.65728
C 4.46888 -5.84002 -4.38360
N 4.87907 -6.10385 -2.97628
O 5.71691 -6.95483 -2.77045
O 4.32776 -5.44557 -2.11752
H 5.03196 -6.49770 -5.02977
H 3.40219 -6.02535 -4.45357
H 4.68022 -4.79683 -4.59329
C -5.83762 -0.97794 6.73180
N -5.90020 -2.37937 6.23311
O -6.85255 -2.70241 5.55699
O -4.97508 -3.10580 6.53010
H -6.71993 -0.45388 6.38570
H -5.79857 -1.02247 7.81565
H -4.92842 -0.53549 6.33426
C -2.17231 -4.97808 -4.02576
N -0.82395 -5.22566 -3.45519
O -0.08978 -6.00646 -4.02208
O -0.53597 -4.60233 -2.45413
H -2.28865 -5.57538 -4.92002
H -2.90240 -5.24331 -3.26656
H -2.22107 -3.92069 -4.25329
C 2.81394 -8.58402 -7.16746
N 3.69202 -7.56395 -7.80478
O 4.17979 -7.82366 -8.88078
O 3.85629 -6.53002 -7.18938
H 2.75942 -9.44402 -7.82340
H 3.25843 -8.84087 -6.21045
H 1.83933 -8.12721 -7.02438
C -2.45825 5.03684 -3.97234
N -1.01834 5.42277 -4.03311
O -0.30218 5.04793 -3.12669
O -0.65945 6.08741 -4.97870
H -2.62669 4.45541 -3.07049
H -3.03642 5.95543 -3.96145
H -2.67419 4.46142 -4.86746
C -1.75568 -1.28798 -7.20196
N -2.32964 -2.63472 -6.93245
O -3.52646 -2.78351 -7.04944
O -1.54810 -3.50147 -6.59971
H -2.56433 -0.62351 -7.48060
H -1.26197 -0.96052 -6.29152
H -1.03436 -1.40034 -8.00523
*
```



Record 3
C25H64BN4O10 | wB97M-V/def2-TZVPD

Calculated values
* E: -1987.09947 hartree
* max |F|: 0.0276 Eh/bohr

Structure (ORCA input):
```
! wB97M-V def2-TZVPD RIJCOSX def2/J DEFGRID3
* xyz 1 1
C -2.42959 0.01607 -6.46639
C -2.70139 -0.97490 -5.35086
O -1.57259 -1.81053 -5.02456
B -0.71761 -1.33532 -4.09531
O 0.10409 -0.26797 -4.35163
N -0.65780 -2.09035 -2.80036
C 0.34153 -1.87621 -1.89600
N 1.51013 -1.35049 -2.15062
C 2.57506 -1.20186 -1.17062
C 2.08491 -0.48609 0.06264
O 1.16110 0.29807 0.03515
N -0.00093 -2.34117 -0.65739
C -1.42629 -2.74979 -0.72843
N -2.10936 -2.40590 0.49328
C -1.88720 -1.98279 -1.97809
O -2.03395 -0.60605 -1.75195
H -1.90516 -0.43775 -7.29706
H -1.91148 0.89456 -6.09564
H -3.39474 0.36398 -6.82840
H -3.08546 -0.42829 -4.48913
H -3.49252 -1.64031 -5.66611
H 0.08713 0.40926 -3.66824
H 1.70125 -1.04946 -3.09264
H 3.35364 -0.59090 -1.62148
H 3.04154 -2.14936 -0.91127
H 2.58452 -0.73196 1.01226
H 0.08566 -1.68466 0.10928
H -1.48470 -3.82473 -0.84477
H -2.12731 -1.40333 0.64937
H -3.07005 -2.71419 0.45409
H -2.71901 -2.42048 -2.52238
H -2.91427 -0.41709 -1.41362
C -0.39362 3.21524 2.28435
C -1.43483 2.15013 2.58900
C -0.83709 0.97773 3.34671
O -2.02235 1.68515 1.36568
H 0.40363 2.79743 1.66162
H -0.84234 4.04269 1.73512
H 0.05303 3.60655 3.19870
H -2.24427 2.58867 3.17226
H -0.06334 0.49620 2.73885
H -1.59730 0.22377 3.55552
H -0.39186 1.29082 4.29146
H -1.30347 1.31689 0.84035
C -7.23823 -3.91908 -3.74960
C -6.60923 -3.41313 -5.03804
C -7.00408 -4.27350 -6.22680
O -5.18155 -3.37186 -4.91037
H -6.90149 -4.93696 -3.53557
H -6.94657 -3.29135 -2.90647
H -8.32587 -3.92540 -3.81626
H -6.91819 -2.38236 -5.21473
H -6.66022 -5.30131 -6.08410
H -6.54584 -3.89785 -7.14140
H -8.08550 -4.28926 -6.36103
H -4.87723 -4.27124 -4.75419
C 1.84506 2.73853 -1.71742
C 2.76457 3.89857 -2.06939
C 2.25313 5.20784 -1.49092
O 2.91411 3.99794 -3.48376
H 0.84717 2.89942 -2.13695
H 2.23159 1.80652 -2.13843
H 1.74774 2.62407 -0.63977
H 3.76444 3.69551 -1.68134
H 1.26945 5.45429 -1.89951
H 2.92696 6.02437 -1.74682
H 2.16960 5.15336 -0.40428
H 2.05050 4.19014 -3.86153
C 2.77708 -4.50032 4.35738
C 3.67613 -3.33531 3.97827
C 3.21237 -2.03710 4.61999
O 3.72472 -3.19143 2.55271
H 1.75388 -4.31996 4.01383
H 3.12439 -5.42065 3.88860
H 2.75475 -4.64723 5.43699
H 4.69942 -3.54863 4.28523
H 2.20049 -1.78667 4.28372
H 3.86868 -1.21324 4.33768
H 3.20126 -2.11414 5.70696
H 2.82660 -3.01246 2.25930
C -1.89333 -1.33003 6.55716
C -2.85336 -0.43108 7.32320
C -3.18627 0.82985 6.53890
O -2.30189 -0.09124 8.59195
H -0.94722 -0.81207 6.37263
H -1.66604 -2.22566 7.13503
H -2.31414 -1.63146 5.59582
H -3.77117 -0.97906 7.53692
H -2.28060 1.41575 6.35518
H -3.87162 1.46088 7.10374
H -3.64354 0.59120 5.57665
H -1.48726 0.39713 8.44090
C 7.30206 3.57693 -0.46409
C 6.38442 4.47816 0.34986
C 6.07435 5.77065 -0.39001
O 6.96259 4.75447 1.62192
H 8.25778 4.07349 -0.64733
H 7.51106 2.65434 0.07809
H 6.85827 3.32390 -1.42892
H 5.45207 3.95003 0.56252
H 6.98889 6.33948 -0.57375
H 5.41317 6.40244 0.20358
H 5.59619 5.56787 -1.35042
H 7.79016 5.22261 1.47570
*
```



Record 4
C25H64F6O12P | wB97M-V/def2-TZVPD

Calculated values
* E: -2834.48739 hartree
* max |F|: 0.0341 Eh/bohr

Structure (ORCA input):
```
! wB97M-V def2-TZVPD RIJCOSX def2/J DEFGRID3
* xyz -1 1
P -1.54655 0.73192 -0.68804
F -0.17497 0.07716 -0.19153
F -0.71344 1.83374 -1.51011
F -1.51561 -0.23942 -2.01643
F -2.93046 1.37808 -1.22821
F -2.40104 -0.39911 0.08776
F -1.66883 1.69057 0.62912
C 0.34606 0.61432 4.57234
C -0.90351 0.09590 3.87480
C -1.93640 0.29959 4.94360
O -1.26657 0.02069 6.18794
C 0.14509 0.11305 6.00200
H 0.37541 1.70922 4.59158
H 1.26053 0.30927 4.06475
H -0.72403 -0.96469 3.68574
H -1.14603 0.58010 2.92867
H -2.78884 -0.36529 4.79903
H -2.29276 1.33324 4.95538
H 0.62083 -0.86561 6.12233
H 0.59812 0.81098 6.70703
C 0.06532 -3.63241 2.52179
C -0.33740 -2.54565 1.52988
C -0.64531 -3.37821 0.25552
O -0.52287 -4.75592 0.60527
C -0.66156 -4.87499 2.00128
H -0.14212 -3.42403 3.57531
H 1.14922 -3.77741 2.47419
H 0.41634 -1.77544 1.42327
H -1.31569 -2.17064 1.82894
H -0.05895 -3.15536 -0.63556
H -1.69037 -3.22212 -0.03596
H -0.24329 -5.82310 2.34536
H -1.70349 -4.91598 2.35254
C 3.27607 2.30013 -1.54914
C 4.18775 2.52421 -2.74859
C 3.84000 3.93853 -3.22474
O 2.68387 4.35641 -2.50017
C 2.11520 3.25257 -1.79933
H 3.73493 2.56496 -0.59290
H 2.97897 1.25571 -1.43047
H 3.91692 1.86803 -3.57921
H 5.23115 2.32753 -2.50988
H 3.58412 3.92986 -4.28643
H 4.65100 4.65149 -3.06584
H 1.34099 2.80716 -2.43697
H 1.66959 3.63171 -0.88030
C -5.54612 3.16291 0.50722
O -4.78964 2.24268 1.26449
H -5.63266 2.86336 -0.53938
H -6.53771 3.26432 0.94851
H -5.09733 4.16092 0.59359
H -3.86927 2.23305 0.98205
C -3.72618 -2.51532 -2.53652
O -4.26681 -2.08482 -1.29314
H -3.80147 -1.76941 -3.33083
H -2.66128 -2.75986 -2.46822
H -4.25674 -3.43394 -2.78839
H -3.57369 -1.57886 -0.83749
C -4.34462 -1.17306 2.14234
O -4.90842 -1.40721 3.42508
H -3.94304 -2.10273 1.73077
H -5.04334 -0.80480 1.38622
H -3.49905 -0.48267 2.17566
H -4.97931 -0.53888 3.83408
C -2.15425 4.52602 -0.76022
O -2.08140 5.81301 -1.36426
H -1.16666 4.06980 -0.67954
H -2.51760 4.57778 0.27006
H -2.76516 3.86886 -1.37315
H -2.19623 6.49648 -0.70532
C -3.03090 2.04077 -4.38576
O -3.88608 1.03197 -3.87245
H -3.23617 2.11115 -5.45497
H -3.27862 2.99509 -3.90717
H -1.96309 1.83724 -4.26284
H -3.61551 0.84740 -2.96102
C 2.68322 -3.16384 -2.25259
O 2.37444 -2.13982 -3.16373
C 1.41453 -1.23954 -2.62367
C 1.10964 -0.14549 -3.62759
O 0.63263 -0.59601 -4.86339
C -0.62105 -1.27961 -4.73997
H 3.13022 -4.00732 -2.77681
H 1.82563 -3.53292 -1.68385
H 3.44214 -2.77986 -1.55841
H 1.81118 -0.84612 -1.67963
H 0.49505 -1.80135 -2.41717
H 2.02608 0.42961 -3.78676
H 0.39776 0.55410 -3.17264
H -0.84919 -1.65361 -5.73301
H -1.33533 -0.58633 -4.30690
H -0.45095 -2.15772 -4.11356
C 2.47478 0.61641 1.22594
O 3.80671 0.66954 1.66231
C 4.27283 -0.57366 2.13016
C 5.76020 -0.51062 2.32211
O 6.28775 -1.73897 2.78270
C 6.53797 -2.67121 1.74798
H 2.08425 1.62835 1.10329
H 1.85356 0.08513 1.95041
H 2.34591 0.18020 0.22740
H 4.03155 -1.32930 1.36093
H 3.71667 -0.92491 3.00743
H 5.98915 0.17286 3.14914
H 6.27960 -0.06503 1.46822
H 6.63104 -3.65890 2.19862
H 7.53830 -2.48428 1.33402
H 5.81472 -2.66174 0.93405
*
```



- What is the E in the fourth record?
  -2834.48739 hartree



- Which formula does entry 3 have?
  C25H64BN4O10



- What is the E in the third record?
  -1987.09947 hartree



- Which formula does entry 4 have?
  C25H64F6O12P